# C3H3NO2

An isolated molecule of C3H3NO2 in a non-equilibrium geometry (ωB97M-V/def2-TZVPD, the OMol25 dataset).

* orbital gap: 9.651 eV
* E_HOMO: -0.3323 Eh
* LUMO level: 0.61 eV
* SMILES: O=c1cc[nH]o1

Each line ends with the natural charge from an NBO analysis.
CARTESIAN COORDINATES (ANGSTROEM)
O (-1.131811, 0.893879, -2.048970)  -0.59
C (-0.710128, 0.405023, -0.994084)  0.71
C (0.651591, 0.472790, -0.508995)  -0.42
C (0.758377, -0.123784, 0.706338)  0.02
N (-0.519897, -0.629217, 1.017350)  -0.31
O (-1.446401, -0.302426, -0.046100)  -0.31
H (1.427313, 0.943507, -1.077693)  0.24
H (1.681323, -0.288317, 1.243607)  0.24
H (-0.710366, -1.371455, 1.708547)  0.42

Forces on atoms 1 to 3 (eV/Å):
-0.111 -1.527 2.665
0.676 1.262 -2.043
0.309 -0.084 0.768

---

# C8H5F7N

An isolated ion of composition C8H5F7N and charge +1 in a non-equilibrium geometry (ωB97M-V/def2-TZVPD, the OMol25 dataset).

* charge: +1
* orbital gap: 9.712 eV
* E_HOMO: -0.5772 Eh
* LUMO level: -5.99 eV
* SMILES: FC(F)C(F)(F)c1c[nH+]ccc1C(F)(F)F

Each line ends with the natural charge from an NBO analysis.
CARTESIAN COORDINATES (ANGSTROEM)
F (1.424246, -0.819248, 2.643163)  -0.31
C (1.870173, 0.188275, 1.823223)  0.52
F (2.786455, 0.928813, 2.543295)  -0.30
C (0.719111, 1.099504, 1.238666)  0.63
F (-0.244007, 1.450356, 2.133896)  -0.28
F (1.342212, 2.293004, 0.849526)  -0.32
C (0.178123, 0.449029, -0.073875)  -0.09
C (0.936138, 0.708684, -1.291593)  0.11
N (0.534420, 0.139688, -2.480121)  -0.43
C (-0.585082, -0.642477, -2.586270)  0.09
C (-1.401605, -0.944807, -1.416137)  -0.18
C (-1.020870, -0.382435, -0.107794)  0.02
C (-1.928606, -0.689627, 1.120967)  0.97
F (-2.745405, 0.362006, 1.423458)  -0.29
F (-1.266651, -1.099567, 2.220803)  -0.28
F (-2.752819, -1.737532, 0.749466)  -0.32
H (2.399709, -0.301345, 0.956329)  0.14
H (1.852643, 1.338101, -1.323848)  0.28
H (1.106159, 0.331558, -3.310326)  0.46
H (-0.915283, -1.074852, -3.563152)  0.28
H (-2.289062, -1.597129, -1.549676)  0.30

Forces on atoms 1 to 3 (eV/Å):
-0.064 1.208 -0.928
1.251 -0.505 0.687
-1.391 -0.658 -0.942